Record 1
C16H24ClNO2Re | ωB97M-V/def2-TZVPD

XYZ file:
```
45
Properties=species:S:1:pos:R:3:forces:R:3
H -0.547784 2.375567 3.747563 0.1 0.1 0.0
C 1.688622 -1.392701 0.879287 0.8 -0.1 -0.9
H 1.806673 2.252596 -6.117317 -0.1 0.1 -0.1
C 1.606025 1.299301 -6.601556 0.2 0.0 0.5
H -0.759589 1.856450 -7.712255 0.0 0.0 0.3
H 0.325188 -3.084241 0.183189 0.0 0.4 0.1
C 0.392932 2.727854 3.321868 -0.1 -0.1 -0.4
H 0.075167 -0.381500 -8.005844 0.0 -0.1 0.3
H 1.840066 -1.593152 1.941461 -0.2 0.2 -0.4
C 2.280985 -0.298434 0.121479 1.0 -0.9 -0.5
C 0.860340 -2.163124 -0.030951 1.6 0.0 -0.3
H 2.413979 0.625585 -6.324813 0.1 -0.1 -0.1
H 0.235202 3.683283 2.820087 0.0 0.0 0.1
H 2.241226 3.332717 4.007168 0.0 -0.2 0.2
C 0.982520 1.698132 2.369600 1.1 -0.4 -0.3
H 0.682742 -2.015178 -2.280400 -0.6 0.1 -0.1
H -0.708360 2.688125 -6.139948 0.1 0.1 0.0
C -1.786615 -1.144680 0.368667 -1.1 0.7 -0.5
H -0.942831 -1.000962 -6.683902 -0.1 0.0 -0.1
H 1.069052 3.427839 5.174605 0.0 0.0 0.1
C 0.026728 -0.571899 -6.927134 -0.1 -0.3 0.5
Re 0.148984 -0.120968 -0.007735 -1.3 1.7 1.4
N 1.409965 2.869987 4.391275 0.0 0.4 0.6
H -1.820521 1.358287 -6.373750 -0.1 -0.1 -0.1
H -2.102981 2.159223 0.922474 0.0 -0.2 0.0
C 1.848123 -0.419298 -1.256219 1.1 -1.5 0.5
H 0.778495 -1.311313 -6.660652 0.2 0.0 -0.1
H 1.613385 1.441056 -7.689114 0.0 0.0 0.3
C 0.251276 0.740395 -6.190441 0.1 0.2 -1.7
C 0.979718 -1.574935 -1.346390 1.7 -0.4 0.0
C -1.977585 1.161801 0.526148 -1.8 -0.5 -0.1
H -2.354030 -0.132952 2.308345 0.3 0.0 -0.2
O 0.337542 1.534129 1.263286 0.2 0.6 1.2
Cl 0.186907 0.472534 -4.374111 0.0 0.0 0.0
C -2.090745 -0.053035 1.257337 0.2 0.8 -0.8
C -1.657037 -0.577519 -0.972617 -1.7 -0.1 -0.1
H -1.737408 1.579610 -1.665302 0.2 -0.2 0.1
H 2.934854 0.492811 0.471568 -0.1 -0.3 0.2
O 2.029670 1.157700 2.730381 -1.0 0.0 -0.4
C -0.826836 1.722145 -6.625858 -0.2 0.1 0.5
H -1.629332 -1.119874 -1.904558 -0.1 0.0 0.0
H -1.890965 -2.195547 0.616106 0.1 0.3 -0.1
H 1.697412 1.933170 4.720940 0.1 0.4 -0.2
H 2.202959 0.160659 -2.095983 -0.3 0.2 0.0
C -1.753820 0.856158 -0.855483 -0.1 -0.4 0.7
```
Forces are in eV/Å.

Values from the calculation:
- multiplicity = 4
- charge = +2
- E_LUMO (alpha / beta) (eV) = -5.911 / -8.757
- HOMO-LUMO gap (alpha / beta) (eV) = 7.7 / 6.5
- F_max (eV/A) = 2.5


Record 2
C7H28ClN14O11 | ωB97M-V/def2-TZVPD

XYZ file:
```
61
Properties=species:S:1:pos:R:3:forces:R:3
H -6.768983 0.775223 -0.569701 0.2 -0.2 0.2
N 3.207047 0.217307 3.112745 -0.8 -0.1 0.6
N -1.379368 4.634181 0.850916 -0.7 0.6 -0.3
C 2.539608 0.417379 4.300158 0.4 0.8 -1.4
H -2.146353 5.233589 1.097971 0.0 0.0 0.0
H 2.809178 0.740849 6.244185 0.3 0.1 0.1
N 4.460958 0.398464 -0.944651 0.6 -0.2 -0.4
H -1.956853 -1.870916 -0.823641 0.0 -0.1 0.1
O -3.474307 -3.268449 0.754174 0.4 -0.4 -0.1
H -2.069636 -5.371291 -1.161669 0.1 0.1 0.0
H -1.124304 -0.043731 1.336531 0.2 -0.1 -0.1
H -2.754006 1.132106 -0.953594 0.2 -0.4 -0.4
C 5.272276 0.084487 -2.004273 0.6 1.0 -0.7
H -0.827185 -0.658153 -4.570489 0.0 0.0 -0.1
O 1.458242 0.123924 0.306058 -0.9 0.0 0.6
H -2.154895 -0.237430 5.220138 0.1 0.1 0.2
O -0.673872 -0.065970 -0.837432 0.6 -0.5 0.0
H 3.054573 -1.417757 -5.200044 0.1 0.0 0.0
N 4.614823 0.094586 -3.214909 -0.6 -0.3 0.8
H 4.190734 0.367495 3.008452 0.0 0.0 -0.1
N 0.030822 -1.095703 -4.296992 -0.2 -0.4 -0.1
O -4.449587 0.146916 0.481709 -0.3 0.2 -0.5
H 5.005526 0.500988 -0.107348 -0.5 -0.2 0.3
H -1.454888 -3.373642 -1.604339 0.4 0.7 -0.2
H 5.083523 -0.008820 -4.091281 0.3 0.0 0.1
C -1.277219 3.483504 1.576275 0.6 -0.8 1.1
C -2.711549 -3.678792 -0.099040 -1.0 0.6 0.8
O 6.489992 -0.023496 -1.897655 -0.5 -0.3 0.0
O -3.053049 -0.603179 2.877458 0.3 0.6 0.7
H 0.289389 2.833116 0.392025 0.2 -0.3 0.1
C 1.056616 -1.147389 -5.184333 0.8 1.0 -0.1
O 1.356042 -1.176932 -1.578261 -1.0 -0.4 -0.5
N -0.260011 2.641646 1.210315 -0.3 0.7 -0.2
N -1.490852 -0.101312 4.486224 0.3 0.2 -0.5
H 0.024572 -0.163428 2.697958 0.3 0.2 -0.7
N 2.242048 -1.600074 -4.644837 -0.4 -0.4 0.1
O 1.313117 0.417165 4.323060 0.7 -0.2 0.5
H -0.529672 0.201813 4.575330 -0.5 0.0 0.8
H 0.023036 1.984380 1.913992 0.0 -0.3 -0.2
N -5.921880 1.067733 -1.014810 0.1 -0.1 -0.6
N 3.313650 0.736669 5.374311 -0.8 -0.3 0.4
H 2.350856 -1.636531 -3.644031 0.1 0.0 0.0
C -4.670131 0.700457 -0.569052 0.2 0.4 0.7
N -1.994974 -2.870185 -0.925264 0.1 -0.9 -0.5
H 4.310514 0.798743 5.351511 0.1 -0.1 0.0
N -3.652756 1.187673 -1.407883 -0.6 0.1 0.4
H 2.581300 0.246110 2.320205 0.4 -0.1 -0.3
O 1.132451 1.159333 -1.737662 -0.4 0.0 -0.4
O -1.994919 3.227495 2.533632 0.0 0.4 -0.5
N -2.531327 -5.028673 -0.339760 0.4 -0.5 -0.5
N -0.884959 -0.260361 2.284108 -0.4 0.1 1.0
H 3.692836 0.498817 -3.190863 0.0 -0.1 -0.4
H -3.745360 0.922192 -2.373060 0.4 0.0 -0.1
C -1.919394 -0.286363 3.202748 -0.7 -1.3 -0.9
H 3.487310 0.139472 -0.949067 0.0 0.1 0.4
Cl 0.764628 -0.001926 -0.962704 1.9 1.0 0.3
H -2.850417 -5.734598 0.292171 -0.3 0.3 0.3
H 0.194151 -1.313937 -3.326114 0.0 0.1 0.0
O 1.011865 -0.743901 -6.342572 -0.4 -0.4 0.2
H -0.660573 5.029128 0.277723 0.2 -0.3 0.0
H -5.978404 1.640001 -1.834752 -0.1 0.1 0.0
```
Forces are in eV/Å.

Values from the calculation:
- charge = -1
- E_LUMO (eV) = 2.203
- HOMO-LUMO gap (eV) = 8.0
- F_max (eV/A) = 2.2
- relative energy (zero: lowest compared OMol25 entry of this formula, charge and spin) (eV) = 1.371


Record 3
C14H36N8O22 | ωB97M-V/def2-TZVPD

XYZ file:
```
80
Properties=species:S:1:pos:R:3:forces:R:3
H -4.586982 1.943330 -1.666242 0.0 0.2 0.4
H -2.000012 3.550080 3.794928 0.2 0.3 -0.2
H 1.931958 4.044970 2.485528 -1.0 -0.1 -0.5
N -2.119812 5.149850 2.382728 0.4 2.3 -0.6
O 3.132138 0.090340 -5.128562 -0.5 -1.1 -1.0
O 4.579918 2.197790 -0.924752 -0.3 -1.8 -0.4
H -2.610872 -3.903530 -0.049822 0.4 0.4 0.1
O 1.733788 1.581850 5.408738 -3.3 -1.5 -3.3
C 4.114968 -6.417440 1.129838 0.8 -1.6 1.7
O -4.921892 4.423400 -1.304242 0.9 -0.7 0.6
O -1.750972 0.327680 -1.259612 -0.6 0.2 -0.4
H 4.555218 -7.407540 1.011518 0.3 0.1 -0.2
H -5.098482 1.712030 0.126618 -0.1 -0.2 -0.5
N 2.264518 -0.590980 -4.608112 1.7 -0.9 3.6
H -1.365252 3.193940 2.112818 0.0 0.3 0.2
H -4.444732 -2.626010 -2.342722 -0.4 0.3 0.1
H -2.504172 -5.160280 1.181028 0.1 -0.1 -0.3
H -3.286632 -1.646160 -1.453432 -0.1 0.3 -0.1
O 2.275988 -1.827980 -4.402462 -0.1 2.1 -1.5
O 1.373108 -5.939770 0.825158 0.0 0.3 0.5
H 1.723778 2.438220 1.508118 -0.2 0.6 0.1
O -0.118352 -1.043920 -1.077282 0.1 -0.4 -0.2
H 5.230848 0.129690 -1.972972 0.2 -0.5 0.1
H -1.464552 4.349040 -3.611872 0.2 -0.7 -0.2
C 2.199338 -5.720040 -0.019902 -0.9 -0.6 0.1
C -4.464042 2.199160 -0.613852 0.8 1.4 1.3
H -3.443552 2.136390 -0.236002 0.2 -0.6 -0.5
N -2.461062 -3.311080 1.984938 0.7 0.6 -1.1
H -0.050702 -5.232210 -1.332632 0.0 -0.1 0.0
O -2.327112 -1.467420 -4.153862 -0.5 0.4 -0.1
N -0.793652 -0.125350 -0.673262 0.9 0.1 0.2
H 0.477498 -0.333600 -3.508402 -0.3 0.1 -0.7
O 2.804698 1.169380 -0.354292 -1.2 -0.5 0.1
O 1.996458 -5.152550 -1.169382 0.5 1.1 -2.4
C 1.432628 1.749000 4.036408 -1.2 -0.1 0.4
H 1.741178 0.188730 -2.629062 1.2 0.1 -0.4
H -4.251412 -0.859900 -2.792082 0.2 -0.2 0.1
C -2.102702 -4.196150 0.869008 -0.6 -2.1 0.2
O 3.464608 -6.105560 -0.047942 0.3 0.5 -0.4
H -1.292122 1.038040 0.914018 0.4 0.0 0.3
H -1.022262 -4.315830 0.788778 -0.1 0.5 -0.1
H 0.679748 -4.243340 -2.587412 1.0 -0.5 -0.1
O 0.377798 1.410350 3.479078 2.7 0.7 2.1
H 3.485368 -6.573400 2.005838 -0.5 0.5 -0.2
H 3.253928 3.272180 1.838458 0.2 -0.6 -0.1
N -2.770572 -2.226160 -3.321842 3.2 -1.6 -1.3
C 2.911248 2.009320 5.961978 1.8 1.3 -0.2
H 2.835358 1.900020 7.043818 -0.1 0.1 -0.2
H -2.156502 4.547260 -2.063332 -0.3 -0.6 0.3
H 0.446708 1.173080 0.469298 -0.2 -0.2 -0.4
H 3.066348 3.038780 5.639108 0.2 0.3 0.6
O -2.297192 -3.371600 -3.175572 -1.2 1.3 0.3
H -0.113602 -0.309530 1.281378 -0.2 0.2 0.0
O -2.178152 -2.146080 1.760948 -0.3 0.6 0.7
O -2.967182 -3.766530 2.976068 -0.1 0.2 0.2
O -1.914472 5.439880 1.177908 -0.5 -0.5 2.7
H -2.308722 2.890600 -2.880452 -0.3 0.4 -0.1
C -2.105422 3.712440 2.722258 -0.6 -0.3 0.0
C -3.777182 -1.767740 -2.419192 -1.2 -0.5 0.9
C -1.715732 3.789330 -2.710912 -0.3 0.8 -0.1
H 5.013888 -0.601130 -0.346602 -0.1 0.4 0.1
O 2.435698 2.382540 3.431498 0.6 -1.4 2.5
H 3.792458 1.484230 5.593408 -0.1 -0.4 0.0
C -0.397492 0.497150 0.605518 -0.4 0.0 0.6
N 3.903918 1.166330 -0.838852 1.0 0.9 0.6
C 1.418398 0.192370 -3.670162 -2.1 0.0 -0.2
C 2.267378 3.037760 2.238288 0.4 1.3 -1.5
H 0.592848 -3.642840 -0.985152 0.2 0.0 0.3
H -3.107012 3.398600 2.428268 0.0 -0.2 0.0
O -2.346942 5.975830 3.293258 0.5 -1.8 -2.1
C 4.509918 -0.177950 -1.215532 0.9 0.9 -0.8
H 1.303248 1.190820 -4.091972 0.0 -0.2 0.3
O 0.474368 3.135850 -2.699312 1.9 -0.7 -1.3
O -0.555512 3.155060 -0.812052 -0.1 -0.1 -1.7
H 3.831178 -0.926470 -1.624332 -0.5 0.6 0.2
H 4.906968 -5.717250 1.395458 -0.1 0.2 -0.3
O -4.917122 4.013390 0.823188 1.0 -0.6 -1.2
N -0.495802 3.300180 -2.052222 -1.2 0.9 3.1
C 0.777818 -4.557580 -1.548312 -1.7 0.3 0.9
N -4.711252 3.684640 -0.349222 -2.5 0.5 0.0
```
Forces are in eV/Å.

Values from the calculation:
- E_LUMO (eV) = -0.335
- HOMO-LUMO gap (eV) = 10.6
- F_max (eV/A) = 4.9
- relative energy (zero: lowest compared OMol25 entry of this formula, charge and spin) (eV) = 0.000